# 1
{"formula": "C46H53N7O4PPbS", "method": "ωB97M-V/def2-TZVPD", "species": ["Pb", "S", "P", "O", "O", "O", "O", "N", "N", "N", "N", "N", "N", "N", "C", "C", "C", "C", "C", "C", "C", "C", "C", "C", "C", "C", "C", "C", "C", "C", "C", "C", "C", "C", "C", "C", "C", "C", "C", "C", "C", "C", "C", "C", "C", "C", "C", "C", "C", "C", "C", "C", "C", "C", "C", "C", "C", "C", "C", "C", "H", "H", "H", "H", "H", "H", "H", "H", "H", "H", "H", "H", "H", "H", "H", "H", "H", "H", "H", "H", "H", "H", "H", "H", "H", "H", "H", "H", "H", "H", "H", "H", "H", "H", "H", "H", "H", "H", "H", "H", "H", "H", "H", "H", "H", "H", "H", "H", "H", "H", "H", "H", "H"], "positions_angstrom": [[0.176170, 0.690982, -0.476375], [-0.059270, -2.280097, -0.015020], [-0.677516, 0.119123, -3.118234], [-1.816907, 2.989312, 1.248475], [4.546734, -3.605869, 5.022691], [-0.251491, 3.050681, -1.355737], [-2.640521, 1.793133, -1.092035], [1.821134, 0.580822, 1.928376], [-1.195994, 5.014074, -1.927081], [3.353973, -2.152451, 3.772922], [1.828948, -4.098360, 0.446526], [2.130363, -2.806470, -1.415675], [-2.504130, 1.204465, 2.472873], [2.931069, -2.423808, 6.085869], [-2.775838, 1.070269, -4.778907], [1.384666, -3.114678, -0.350318], [-1.264751, 3.728035, -1.550713], [3.354027, -0.132482, -3.832366], [2.843137, 0.167690, 4.477487], [2.223027, -0.638762, -5.915050], [-0.897107, 2.530353, -4.419782], [-3.595393, -2.624651, -2.538773], [1.098396, -4.602272, 1.598340], [2.089312, 0.428710, -1.778704], [3.437824, -3.361445, -1.705967], [3.297418, 0.592505, -1.144797], [0.631401, -2.381208, 5.196525], [-1.083722, -2.618568, -3.727123], [4.564109, 0.048922, -3.115610], [-1.531066, 1.304056, -4.203943], [-2.759794, 3.276214, -5.745192], [-0.156795, -0.872383, 7.376490], [3.660556, -2.778732, 4.973599], [0.984279, -0.455941, -5.273700], [-1.751684, 1.623543, 3.644733], [-2.672684, 3.155483, -1.439669], [2.299914, 1.388602, 4.114652], [-3.217974, 1.411995, 0.134199], [0.097240, 5.651224, -2.125262], [1.571450, -2.013937, 6.151068], [-2.547600, -0.811907, 6.578108], [-3.067861, -3.802927, -3.053110], [-1.604934, -1.436577, -3.214551], [2.109107, 0.055815, -3.166966], [-2.437789, 1.939387, 1.340837], [-2.864428, -1.451002, -2.609604], [1.794029, 1.555953, 2.836221], [4.537268, 0.406465, -1.802303], [1.169893, -1.248790, 7.238176], [2.846257, -0.861017, 3.543597], [-1.108247, -1.223154, 6.424773], [-3.388322, 2.057001, -5.542628], [-0.686567, -1.974597, 5.330912], [-2.382057, 5.807222, -2.218808], [-1.506677, 3.507810, -5.189113], [-1.814075, -3.797510, -3.642945], [2.329561, -0.593491, 2.280079], [0.918219, -0.138471, -3.939945], [3.377774, -0.484636, -5.203580], [-3.156078, -0.095419, 2.546931], [3.382069, -4.437563, -1.887175], [-3.634798, -4.722581, -2.991459], [-2.894409, 5.451746, -3.116097], [2.276823, 2.208533, 4.819611], [1.350167, 2.494976, 2.523586], [3.887448, -2.555806, 3.018113], [-3.081786, 5.810330, -1.383432], [0.722135, -3.765289, 2.181923], [-4.138951, -0.082557, 2.078780], [-4.574578, -2.624424, -2.077284], [0.882666, 4.949720, -1.867122], [-3.153063, 3.243055, -2.421075], [-0.455791, -0.295854, 8.243886], [-3.272415, 0.119312, -4.636236], [0.068483, -0.564671, -5.844455], [-2.419439, 1.713482, 4.503053], [-4.257823, 1.755036, 0.213576], [3.257434, 0.017442, 5.464459], [5.504057, -0.092629, -3.636116], [-3.225633, 0.323394, 0.113246], [1.847399, -1.978087, -1.915584], [2.320143, -1.375497, 1.526318], [-1.297123, 2.588025, 3.443656], [-3.220929, -1.599883, 6.238813], [4.150670, -3.163987, -0.900327], [-3.302826, -0.341759, 3.596472], [-2.784649, -0.590132, 7.617818], [1.900345, -0.959832, 7.984618], [-4.355751, 1.865007, -5.988276], [5.461814, 0.556080, -1.257903], [1.781432, -5.192617, 2.205157], [4.339720, -0.616420, -5.685586], [2.253736, -0.893391, -6.966086], [-3.240597, 3.742302, -0.717407], [-1.000858, 4.449918, -5.362484], [0.211847, 5.955544, -3.167889], [3.320927, 0.878996, -0.098913], [-2.767252, 0.086294, 5.996483], [-1.399734, -4.713672, -4.043722], [-3.236452, 4.039024, -6.347274], [-0.103809, -2.628015, -4.187015], [0.251758, -5.219866, 1.297158], [-1.409477, -2.280546, 4.582210], [3.810062, -2.887793, -2.610103], [2.635569, -4.621413, 0.148352], [0.078913, 2.714808, -3.984925], [-2.070634, 6.834003, -2.391249], [-0.971160, 0.894131, 3.878148], [3.292940, -2.877654, 6.911297], [0.178511, 6.534562, -1.491083], [-3.267416, -0.531870, -2.196074], [-2.548183, -0.884763, 2.093459], [0.928488, -2.995383, 4.357282]], "forces_ev_per_angstrom": [[-0.2, 0.1, 0.0], [0.0, 0.0, 0.0], [0.0, -0.1, 0.1], [0.0, 0.0, 0.0], [0.0, 0.0, 0.0], [0.0, 0.0, -0.1], [0.0, 0.0, 0.0], [0.1, 0.0, 0.0], [0.0, 0.0, 0.1], [0.0, 0.1, 0.0], [0.0, 0.0, 0.0], [0.0, 0.0, 0.0], [0.0, 0.0, 0.0], [0.0, 0.0, 0.0], [0.0, 0.0, 0.0], [0.0, 0.0, 0.0], [0.1, 0.1, 0.0], [0.0, 0.0, 0.0], [0.0, 0.0, 0.0], [0.0, 0.0, 0.0], [0.0, 0.0, 0.0], [0.0, 0.0, 0.0], [0.0, 0.0, 0.0], [0.0, 0.0, 0.0], [0.0, 0.0, 0.0], [0.0, 0.0, 0.0], [0.0, 0.0, 0.0], [0.0, 0.0, 0.0], [0.0, 0.0, 0.0], [0.0, 0.0, 0.0], [0.0, 0.0, 0.0], [0.0, 0.0, 0.0], [0.0, 0.0, 0.0], [0.0, 0.0, 0.0], [0.0, 0.0, 0.0], [0.0, 0.0, 0.0], [0.0, 0.0, 0.0], [0.0, 0.0, 0.0], [0.0, 0.0, 0.0], [0.0, 0.0, 0.0], [0.0, 0.0, 0.0], [0.0, 0.0, 0.0], [0.0, 0.0, 0.0], [0.0, 0.0, 0.0], [0.0, 0.0, 0.0], [0.0, 0.0, 0.0], [0.0, 0.0, 0.0], [0.0, 0.0, 0.0], [0.0, 0.0, 0.0], [0.0, -0.1, 0.0], [0.0, 0.0, 0.0], [0.0, 0.0, 0.0], [0.0, 0.0, 0.0], [0.0, 0.0, 0.0], [0.0, 0.0, 0.0], [0.0, 0.0, 0.0], [0.0, 0.0, 0.0], [0.0, 0.0, 0.0], [0.0, 0.0, 0.0], [0.0, 0.0, 0.0], [0.0, 0.0, 0.0], [0.0, 0.0, 0.0], [0.0, 0.0, 0.0], [0.0, 0.0, 0.0], [0.0, 0.0, 0.0], [0.0, 0.0, 0.0], [0.0, 0.0, 0.0], [0.0, 0.0, 0.0], [0.0, 0.0, 0.0], [0.0, 0.0, 0.0], [0.0, 0.0, 0.0], [0.0, 0.0, 0.0], [0.0, 0.0, 0.0], [0.0, 0.0, 0.0], [0.0, 0.0, 0.0], [0.0, 0.0, 0.0], [0.0, 0.0, 0.0], [0.0, 0.0, 0.0], [0.0, 0.0, 0.0], [0.0, 0.0, 0.0], [0.0, 0.0, 0.0], [0.0, 0.0, 0.0], [0.0, 0.0, 0.0], [0.0, 0.0, 0.0], [0.0, 0.0, 0.0], [0.0, 0.0, 0.0], [0.0, 0.0, 0.0], [0.0, 0.0, 0.0], [0.0, 0.0, 0.0], [0.0, 0.0, 0.0], [0.0, 0.0, 0.0], [0.0, 0.0, 0.0], [0.0, 0.0, 0.0], [0.0, 0.0, 0.0], [0.0, 0.0, 0.0], [0.0, 0.0, 0.0], [0.0, 0.0, 0.0], [0.0, 0.0, 0.0], [0.0, 0.0, 0.0], [0.0, 0.0, 0.0], [0.0, 0.0, 0.0], [0.0, 0.0, 0.0], [0.0, 0.0, 0.0], [0.0, 0.0, 0.0], [0.0, 0.0, 0.0], [0.0, 0.0, 0.0], [0.0, 0.0, 0.0], [0.0, 0.0, 0.0], [0.0, 0.0, 0.0], [0.0, 0.0, 0.0], [0.0, 0.0, 0.0], [0.0, 0.0, 0.0], [0.0, 0.0, 0.0]], "mulliken_charge": [1.562, -0.091, 1.258, -0.655, -0.681, -0.513, -0.125, 0.547, 0.575, 0.074, -0.085, 0.087, 0.156, -0.053, -0.633, 0.422, 0.289, 1.318, -0.309, -0.979, -0.453, -0.858, -0.771, 0.085, -1.190, -0.500, -0.267, -0.826, -0.784, 0.609, -0.730, -0.848, 0.172, 0.204, -0.874, -1.463, -0.888, -0.753, -1.075, -0.313, -1.418, -0.712, 0.668, -0.961, 0.523, -0.643, -0.853, -1.120, -0.426, -0.054, 0.872, -0.684, -0.225, -1.010, -0.460, -0.695, -0.315, 0.175, -0.927, -0.722, 0.428, 0.419, 0.290, 0.442, 0.549, 0.243, 0.322, 0.092, 0.456, 0.460, 0.240, 0.416, 0.379, 0.449, 0.560, 0.324, 0.393, 0.560, 0.412, 0.475, -0.436, 0.240, 0.296, 0.360, 0.341, 0.169, 0.455, 0.456, 0.446, 0.464, 0.380, 0.431, 0.432, 0.703, 0.469, 0.347, 0.536, 0.102, 0.446, 0.435, 0.345, 0.359, 0.382, 0.341, 0.259, 0.243, 0.401, 0.222, 0.285, 0.377, 0.542, 0.148, 0.466], "relative_energy_kcal_mol": 0.00, "homo_energy_ev": -10.1, "homo_lumo_gap_ev": 8.3, "total_charge": 1, "e_lumo_ev": -1.79}



# 2
{"formula": "C5H13N2O", "method": "ωB97M-V/def2-TZVPD", "species": ["O", "N", "N", "C", "C", "C", "C", "C", "H", "H", "H", "H", "H", "H", "H", "H", "H", "H", "H", "H", "H"], "positions_angstrom": [[-1.262015, 1.697509, 3.105943], [-1.149172, 0.306627, -0.785427], [0.333666, 1.125109, 1.565425], [2.020340, -0.752223, -2.683463], [-0.714448, 0.830963, 2.488859], [-1.167963, -0.615334, 2.532426], [1.060591, -0.187817, -1.693250], [-0.249529, -0.261525, -1.809417], [-0.628146, 0.655482, 0.064411], [-0.791479, -0.733975, -2.616928], [-0.552809, -1.305205, 1.953947], [1.443207, 0.329810, -0.817748], [0.689982, 2.060019, 1.741847], [-2.190462, -0.620033, 2.153100], [1.084060, 0.443577, 1.633373], [-1.800001, -0.411472, -0.457887], [2.708025, 0.007391, -3.050389], [-1.198857, -0.929213, 3.572692], [-1.712445, 1.076448, -1.152798], [2.602147, -1.546165, -2.215995], [1.475304, -1.169969, -3.528717]], "forces_ev_per_angstrom": [[0.0, 0.1, -0.1], [-0.1, -0.1, 0.2], [-0.1, -0.2, 0.4], [-0.3, -0.1, 0.0], [0.0, -0.2, 0.0], [0.1, 0.3, -0.1], [0.0, 0.3, 0.2], [-0.3, -0.1, -0.1], [0.2, 0.1, -0.2], [0.1, 0.0, 0.0], [0.0, 0.0, 0.0], [0.2, 0.0, -0.1], [0.0, 0.0, -0.1], [-0.1, -0.2, 0.1], [0.0, 0.0, -0.1], [0.0, 0.1, 0.0], [0.0, 0.0, 0.1], [-0.1, -0.1, 0.0], [0.0, 0.0, 0.0], [0.1, 0.0, 0.0], [0.1, 0.0, 0.0]], "mulliken_charge": [-0.503, -0.161, -0.623, -1.185, 0.556, -0.952, -0.095, -0.165, 0.218, 0.370, 0.345, 0.291, 0.203, 0.260, 0.296, 0.440, 0.329, 0.323, 0.408, 0.311, 0.334], "relative_energy_kcal_mol": 27.29, "homo_energy_ev": -14.0, "homo_lumo_gap_ev": 10.7, "total_charge": 1, "e_lumo_ev": -3.29}



Question: What is the formula in the first record?
Answer: C46H53N7O4PPbS